Record 1
CHI2NO | ωB97M-V/def2-TZVPD

* relative energy (zero: lowest compared OMol25 entry of this formula, charge and spin): 200.0 kJ/mol
* total charge: 0
* SMILES: [O-][N+]#CI.I
* HOMO: -9.783 eV
* LUMO level: -0.740 eV

XYZ file:
```
6
CHI2NO (ωB97M-V/def2-TZVPD)
N -0.39 -1.21 0.00
I 1.78 1.94 0.01
C -1.11 -0.32 -0.11
I -2.41 1.27 0.04
O 0.50 -2.01 0.08
H 1.63 0.34 -0.01
```

=====

Record 2
C4H8NO3 | ωB97M-V/def2-TZVPD

* relative energy (zero: lowest compared OMol25 entry of this formula, charge and spin): 21.7 kJ/mol
* total charge: -1
* HOMO: -4.552 eV
* LUMO level: 3.835 eV

XYZ file:
```
16
C4H8NO3 (ωB97M-V/def2-TZVPD)
C 0.89 -0.22 2.35
H 0.08 0.31 0.54
H -2.58 -0.62 -2.83
N 0.25 0.62 1.51
C -1.64 -0.25 -3.24
O 0.93 -0.01 3.55
H 2.32 -1.82 2.34
H -1.77 0.49 -4.02
H -1.15 -1.10 -3.72
C 1.51 -1.42 1.73
O -0.87 -0.21 -0.99
C -0.77 0.36 -2.10
H -0.36 1.29 1.96
H 0.73 -2.19 1.78
O -0.08 1.33 -2.44
H 1.88 -1.41 0.71
```

=====

Record 3
C34H96N6O11 | ωB97M-V/def2-TZVPD

* relative energy (zero: lowest compared OMol25 entry of this formula, charge and spin): 347.5 kJ/mol
* total charge: 0
* SMILES: COC[C@H](C)N.COC[C@H](C)N.COC[C@H](C)N.COC[C@H](C)N.COC[C@H](C)N.COC[C@H](C)N.CCO.CCO.CCO.CCO.CCO
* HOMO: -8.900 eV
* LUMO level: 0.494 eV

XYZ file:
```
147
C34H96N6O11 (ωB97M-V/def2-TZVPD)
H -0.74 -18.61 -18.69
C 0.61 -4.28 -28.32
C -0.37 -13.47 -18.31
N 5.81 -10.75 -22.87
O 0.50 -17.65 -20.02
C 5.11 -7.94 -26.58
H -4.36 -9.74 -25.09
H 1.05 -6.43 -22.75
H 2.51 -18.30 -21.13
N 2.31 -16.09 -26.07
H -0.74 -11.00 -15.07
H -2.83 -9.44 -23.17
H 6.15 -11.86 -26.28
N -1.75 -5.10 -27.78
H 4.83 -6.83 -28.50
H -0.97 -8.05 -22.49
H 2.07 -17.01 -25.71
H 3.17 -8.38 -25.58
C 4.79 -7.83 -28.06
C 0.29 -7.08 -21.03
H 3.28 -7.12 -29.98
H 1.90 -7.94 -29.48
H -0.11 -16.96 -21.96
N 6.20 -7.02 -26.26
H -0.33 -15.68 -26.13
H 5.53 -8.91 -26.32
H 0.67 -8.27 -25.66
H 0.79 -7.39 -20.11
H 0.25 -3.42 -28.89
H 1.26 -16.54 -29.11
C 0.46 -12.83 -19.40
H 1.44 -10.54 -24.79
H 4.46 -13.12 -23.00
H 4.03 -10.47 -18.66
N 2.57 -17.63 -21.90
C 0.17 -14.97 -26.79
C 0.52 -16.70 -21.11
C 5.20 -13.01 -22.20
H 0.31 -14.23 -17.90
H -1.64 -9.44 -24.36
H 1.59 -12.88 -27.74
H -0.45 -5.95 -29.18
O -3.53 -9.27 -25.09
C 1.94 -16.40 -21.44
H 0.45 -11.25 -22.84
H -1.22 -17.00 -19.24
H 1.22 -15.20 -23.20
H 5.98 -12.07 -19.76
H 4.49 -11.47 -28.29
O 2.93 -8.94 -20.59
H 1.57 -4.57 -28.75
H 3.57 -17.48 -22.02
H 3.75 -11.31 -26.82
H 4.31 -9.06 -17.54
C 4.28 -12.07 -27.39
C 0.11 -10.86 -15.76
H 1.30 -12.21 -19.10
H 2.08 -15.43 -25.34
H 1.67 -12.09 -22.23
H -0.32 -9.10 -21.21
H 0.84 -12.78 -23.64
H 4.29 -7.58 -24.59
O 0.27 -12.04 -16.51
H 0.02 -12.37 -27.65
H 1.12 -11.87 -26.40
C 7.79 -10.31 -19.28
H 2.65 -10.26 -22.38
H 2.99 -15.29 -22.97
H 5.55 -13.37 -26.26
C 1.48 -15.68 -27.22
H 5.00 -10.19 -23.11
H 3.23 -8.86 -30.31
H 1.96 -14.34 -21.92
C 2.18 -11.03 -24.15
H 7.27 -12.25 -21.07
H 4.44 -11.08 -21.35
H -0.08 -6.05 -21.01
H 2.75 -8.10 -21.04
C 3.96 -7.62 -25.63
H -0.49 -14.88 -27.67
H 0.58 -6.07 -26.30
H 0.95 -9.06 -27.24
H -2.10 -14.35 -18.14
C 3.71 -8.48 -19.49
H -0.12 -9.99 -16.38
H -1.34 -11.68 -17.90
H 0.92 -10.69 -15.05
H 2.11 -14.97 -27.76
C -0.36 -5.46 -28.21
H 0.83 -13.57 -20.11
C 5.68 -12.56 -26.99
C -0.80 -12.43 -17.30
H 6.34 -6.96 -25.25
H 7.21 -12.23 -28.13
C 6.46 -11.65 -20.66
O 0.40 -13.76 -26.12
H 7.09 -7.45 -26.51
O 1.33 -7.02 -22.04
H 8.72 -10.80 -19.59
H 3.65 -12.93 -27.61
H 7.39 -10.65 -18.33
O -0.56 -7.63 -27.14
C 0.82 -12.74 -26.98
C -2.79 -11.36 -24.09
N -1.47 -14.23 -18.93
C -0.80 -17.96 -19.55
H -1.93 -4.20 -28.23
C 1.27 -11.86 -23.22
H 3.43 -6.68 -25.78
H 2.40 -16.08 -20.50
C 5.34 -11.58 -21.71
H -1.45 -4.78 -26.85
C 2.97 -8.09 -29.58
H 6.37 -10.08 -22.34
C 2.02 -15.29 -22.46
H 6.11 -13.31 -22.73
H 2.67 -9.57 -18.03
H -3.79 -11.66 -23.80
H -0.17 -12.20 -20.03
C 1.24 -16.94 -28.09
C 0.19 -8.69 -26.55
H 4.89 -13.69 -21.40
C 0.27 -6.51 -27.26
H -1.25 -15.17 -19.21
H -0.50 -9.46 -26.22
O 6.88 -10.33 -20.38
C -2.64 -9.85 -24.17
C 3.71 -9.48 -18.34
H 3.35 -7.51 -19.14
H 5.49 -8.44 -28.66
H 1.20 -6.73 -27.79
H -0.03 -15.85 -20.68
H -1.48 -18.41 -20.28
H -1.68 -8.07 -20.88
H 4.76 -8.32 -19.75
H 0.91 -3.92 -27.32
H -2.52 -11.85 -25.03
H 0.28 -17.40 -27.88
O 2.91 -10.17 -23.30
H 2.83 -11.74 -24.65
H 2.06 -17.65 -28.04
H -2.09 -11.74 -23.33
C -0.74 -8.11 -21.43
O 3.50 -8.37 -28.30
O 6.46 -12.82 -28.12
H 8.09 -9.26 -19.19
H -1.54 -12.87 -16.61
```

=====

Record 4
C5H15NS | ωB97M-V/def2-TZVPD

* relative energy (zero: lowest compared OMol25 entry of this formula, charge and spin): 197.1 kJ/mol
* total charge: 0
* HOMO: -5.766 eV
* LUMO level: -0.616 eV

XYZ file:
```
22
C5H15NS (ωB97M-V/def2-TZVPD)
H 1.42 -1.30 1.53
H -1.73 -1.08 -1.19
H -0.22 -1.08 2.05
H 1.78 -1.89 -1.11
H -1.79 -2.35 -0.12
C 0.05 -1.26 -0.08
H -1.94 -0.80 0.43
H -0.64 1.59 -0.35
H 0.23 2.64 -1.46
C 0.72 -2.09 -1.15
H -0.96 4.01 0.20
H 0.78 4.16 0.47
C -0.06 3.47 0.50
N -1.46 -1.39 -0.25
S 1.79 1.44 -0.05
H -0.16 3.13 1.53
H 0.58 -3.16 -0.98
C 0.40 -1.62 1.34
C 0.22 2.29 -0.43
H 0.28 -0.20 -0.25
H 0.31 -2.70 1.52
H 0.37 -1.82 -2.14
```

=====

Record 5
C30H65FN4O7Y | ωB97M-V/def2-TZVPD

* total charge: -1
* HOMO: -3.307 eV
* LUMO level: 2.311 eV

XYZ file:
```
108
C30H65FN4O7Y (ωB97M-V/def2-TZVPD)
H -20.11 -22.95 18.70
H -16.68 -27.32 17.91
C -19.40 -27.88 18.64
F -14.32 -23.37 19.78
C -14.09 -27.36 18.74
H -21.57 -23.08 20.73
H -20.74 -25.63 18.42
H -18.95 -29.92 20.84
H -21.72 -22.44 22.40
H -20.26 -29.07 23.20
H -17.81 -18.99 17.06
H -18.36 -21.74 23.97
C -21.15 -22.38 21.47
H -16.09 -26.02 15.19
H -16.51 -22.46 21.77
C -15.00 -28.33 14.44
H -15.30 -21.35 18.51
Y -16.12 -24.78 19.91
H -18.00 -24.35 15.85
C -17.72 -19.97 16.57
N -17.67 -22.28 17.43
H -22.03 -26.77 20.51
H -15.60 -28.27 21.37
C -19.39 -23.63 22.43
C -17.58 -22.49 23.81
C -19.04 -20.22 15.90
C -18.20 -27.49 23.14
N -17.18 -23.16 21.46
N -19.02 -26.95 20.92
C -20.16 -25.56 19.35
C -17.70 -20.41 19.10
H -19.57 -24.53 21.83
C -15.72 -20.81 17.66
H -14.33 -28.28 18.19
H -18.32 -27.92 18.50
H -21.10 -22.59 17.25
C -14.82 -24.79 24.28
H -21.78 -28.04 19.32
C -18.95 -22.61 16.79
H -13.79 -28.04 21.50
C -16.56 -26.47 17.24
C -14.29 -24.54 22.86
H -19.03 -19.69 14.94
H -19.88 -19.78 16.45
C -21.26 -28.72 21.17
H -18.79 -20.50 19.21
O -13.33 -23.79 22.69
H -14.76 -25.83 24.58
O -17.27 -23.13 18.44
H -17.94 -22.67 20.99
H -21.42 -21.45 20.95
H -19.72 -28.92 18.76
O -17.80 -26.37 20.66
H -17.71 -29.91 22.11
H -14.50 -29.14 20.34
H -18.48 -27.83 24.14
H -20.81 -27.55 22.92
H -17.48 -25.88 17.26
C -17.90 -23.54 22.73
C -14.65 -28.17 20.84
H -22.26 -29.11 21.36
H -17.46 -29.04 20.63
H -17.34 -27.30 15.41
H -20.80 -24.91 19.96
H -17.23 -20.70 20.04
H -13.40 -25.42 18.08
C -21.33 -27.54 20.19
H -15.52 -24.93 16.93
O -15.38 -27.91 15.74
C -18.22 -29.31 21.37
C -20.14 -22.40 17.76
O -14.89 -25.20 21.94
C -16.38 -26.91 15.76
H -18.30 -26.40 23.18
C -17.27 -20.92 17.72
O -19.78 -22.50 21.66
H -20.24 -21.35 18.06
H -13.01 -27.47 18.93
H -16.59 -22.04 23.68
C -18.92 -28.04 21.90
H -14.18 -24.21 24.94
H -19.04 -24.79 17.11
N -15.56 -25.50 17.77
H -15.85 -24.45 24.41
H -14.31 -27.63 13.97
H -19.60 -27.43 17.65
C -20.38 -28.38 22.35
H -18.60 -21.88 14.74
H -14.48 -29.28 14.58
O -14.84 -27.12 19.91
H -17.53 -22.96 24.80
H -15.91 -28.63 13.92
C -18.95 -24.04 16.32
H -16.90 -19.88 15.86
H -20.78 -29.60 20.72
H -17.55 -24.54 23.02
C -19.27 -21.69 15.58
H -15.38 -19.78 17.60
H -20.33 -21.78 15.33
H -17.64 -19.31 19.19
H -15.47 -21.30 16.72
H -17.12 -27.58 23.06
H -19.78 -24.29 15.65
H -13.95 -26.47 16.87
C -14.21 -26.12 17.88
H -20.04 -23.73 23.31
H -19.27 -25.00 19.09
C -19.96 -27.00 19.80
```

=====

Record 6
C5H8N2 | ωB97M-V/def2-TZVPD

* relative energy (zero: lowest compared OMol25 entry of this formula, charge and spin): 449.0 kJ/mol
* total charge: 0
* HOMO: -7.920 eV
* LUMO level: 0.146 eV

XYZ file:
```
15
C5H8N2 (ωB97M-V/def2-TZVPD)
H 0.19 2.81 1.02
H -1.81 1.34 0.42
H 0.85 -2.84 -0.78
H -0.82 -2.40 -0.27
C 0.42 1.90 1.58
C -1.02 -0.03 -1.14
C -0.03 -2.24 -1.01
H -0.32 1.81 2.37
N 1.12 -0.02 0.24
C -1.04 0.75 -0.05
C 0.25 -0.73 -1.11
H -0.45 -2.59 -1.97
N 0.25 0.78 0.62
H 1.43 1.96 1.99
H 0.97 -0.50 -1.92
```

=====

Record 7
C16H13O3PV | ωB97M-V/def2-TZVPD

* relative energy (zero: lowest compared OMol25 entry of this formula, charge and spin): 0.0 kJ/mol
* total charge: +2
* 2S+1: 4
* HOMO (alpha / beta): -15.645 / -15.626 eV
* LUMO level (alpha / beta): -10.177 / -9.859 eV

XYZ file:
```
34
C16H13O3PV (ωB97M-V/def2-TZVPD)
C 0.23 -1.50 0.48
H -2.57 4.56 1.00
C 0.25 2.64 0.88
O 0.89 3.37 -3.08
H -1.58 -0.81 1.44
H -2.15 0.45 -0.21
C -2.51 2.48 0.42
P 0.78 0.11 -0.21
C -0.99 -1.68 1.16
H -3.59 2.41 0.26
H 2.84 1.28 0.27
C -0.68 -4.08 1.12
H 2.22 0.41 1.72
H 2.00 -2.50 -0.29
H -1.04 -5.09 1.34
H 1.19 -4.78 0.26
C -0.56 3.75 1.07
C -1.45 -2.96 1.45
H -0.11 4.70 1.40
C 1.03 -2.63 0.20
C 0.88 2.23 -2.91
C 0.57 -3.91 0.51
C 2.38 0.36 0.63
O 3.39 -1.44 -2.91
O -1.82 -1.34 -2.86
H 3.04 -0.48 0.40
H 1.31 2.70 1.06
C -1.94 3.68 0.84
C 2.39 -0.87 -2.75
C -0.31 1.43 0.41
H -2.42 -3.09 1.93
V 0.82 0.06 -2.44
C -0.79 -0.80 -2.74
C -1.71 1.36 0.18
```

=====

Record 8
CH4N3O2 | ωB97M-V/def2-TZVPD

* relative energy (zero: lowest compared OMol25 entry of this formula, charge and spin): 466.5 kJ/mol
* total charge: -1
* HOMO: -2.978 eV
* LUMO level: 4.545 eV

XYZ file:
```
10
CH4N3O2 (ωB97M-V/def2-TZVPD)
O 2.62 0.54 -0.22
H -1.03 1.55 0.65
N 0.10 -1.77 0.12
O -1.15 -1.79 0.30
C -0.82 0.79 -0.13
H -1.36 -0.20 -0.17
N 1.44 0.96 -0.17
H 0.69 -1.63 0.88
N 0.43 0.23 -0.04
H -0.93 1.31 -1.20
```

=====

Record 9
C2H6N2 | ωB97M-V/def2-TZVPD

* relative energy (zero: lowest compared OMol25 entry of this formula, charge and spin): 140.1 kJ/mol
* total charge: 0
* SMILES: N/C=C/N
* HOMO: -8.500 eV
* LUMO level: 1.174 eV

XYZ file:
```
10
C2H6N2 (ωB97M-V/def2-TZVPD)
N -0.47 0.06 1.88
H -1.59 -0.21 0.10
N 0.29 0.02 -1.83
H 0.42 -0.31 2.21
H 1.43 0.37 -0.17
C 0.40 0.14 -0.41
H -0.60 -0.36 -2.10
H -0.24 1.05 2.05
H 0.94 -0.67 -2.19
C -0.57 -0.09 0.45
```

=====

Record 10
C25H31N3OP2Ti | ωB97M-V/def2-TZVPD

* relative energy (zero: lowest compared OMol25 entry of this formula, charge and spin): 174.0 kJ/mol
* total charge: +2
* HOMO: -13.040 eV
* LUMO level: -7.937 eV

XYZ file:
```
63
C25H31N3OP2Ti (ωB97M-V/def2-TZVPD)
C 1.61 -3.49 -1.00
C -3.02 2.26 -1.86
H -0.61 0.28 1.51
P 0.77 -0.33 -2.22
H 3.88 -1.44 3.84
H 0.40 -3.65 -4.20
P 2.02 0.55 1.14
H -2.66 6.36 -1.68
C 1.72 1.06 -3.00
H -0.49 -5.82 -3.35
H 3.70 2.37 1.30
H 0.35 3.24 -0.33
C -0.56 2.95 -0.79
H 3.28 1.98 -0.41
H -3.98 1.93 -2.23
H 0.96 -5.99 1.28
Ti 0.00 0.00 0.00
C 2.88 2.11 0.61
C 2.04 -4.15 1.67
H 1.17 2.01 -2.86
H 3.16 -3.59 4.87
C 3.50 -0.61 1.22
H -2.43 0.26 -1.38
C 2.50 -2.92 1.06
C -0.62 -0.51 -3.44
C 2.96 -3.42 3.81
C 1.08 -4.74 -0.49
C 0.61 -3.94 -3.17
N -0.91 1.64 -0.89
C 1.86 -1.76 -2.80
H 0.21 -1.48 0.42
H 4.29 -0.08 1.79
O -4.74 4.24 -2.75
H 3.83 -0.77 0.18
H 2.70 1.16 -2.50
H -0.25 -0.58 -4.48
H 1.34 -0.01 3.41
H -1.11 4.98 -1.14
H 1.03 1.70 3.04
C 2.30 -4.37 3.06
C 1.33 -5.05 0.86
C -1.43 3.96 -1.25
C 0.10 -5.18 -2.68
H 1.95 -5.30 3.53
C -3.69 4.63 -2.25
C 1.77 0.89 2.94
C 0.32 -5.57 -1.37
H 2.71 1.17 3.45
C -2.13 1.30 -1.38
H 1.89 0.90 -4.08
C -2.68 3.62 -1.79
H -4.23 6.62 -2.42
H 2.15 2.94 0.59
H -1.29 0.35 -3.35
C 3.16 -1.92 1.87
H 2.86 -1.57 -2.36
N -3.50 5.96 -2.11
H 1.93 -1.70 -3.91
H -0.08 -6.52 -0.99
H -1.19 -1.42 -3.19
C 3.38 -2.19 3.21
C 1.36 -3.10 -2.36
N 2.32 -2.64 -0.24
```

=====

Q: Look up the total charge of the second one.
A: -1